Below is a single C5H6O2 molecule in a non-equilibrium geometry, with properties calculated with the ωB97M-V functional and the def2-TZVPD basis.

As for the calculated total energy: -344.38988 Eh. For the HOMO energy, the calculation gives -0.34611 Eh. As for the energy above the lowest of the compared OMol25 structures with the same formula, charge and spin: 133.1 kcal/mol. As for the LUMO energy: 0.33 eV.

Structure (XYZ):
```
13
Properties=species:S:1:pos:R:3:mulliken_charge:R:1
C -1.25128 -0.13100 -0.62287 0.6702
C -0.14820 1.01142 -0.35752 -0.3712
C 1.18356 0.06465 -0.64575 -0.4720
C -0.43586 -0.99594 0.13942 -0.5865
C -0.33704 0.14601 0.96755 -0.5340
H 0.21553 2.06119 -0.50244 0.3569
H 2.00237 0.57387 0.05138 0.2302
H 1.79110 0.15489 -1.68438 0.2797
H -0.64634 -1.79303 0.58768 0.7774
H 0.54237 0.16420 1.68744 0.3003
H -1.28838 0.24727 1.40278 0.3553
O -2.56259 -0.31268 -0.60494 -0.6122
O 0.93477 -1.19085 -0.41835 -0.3941
```